(1)
The following is a DFT calculation (ωB97M-V/def2-TZVPD) of C19H23N3O5S2 in the gas phase.

The geometry in XYZ format:
```
52
Properties=species:S:1:pos:R:3
O 1.67374 -1.85084 -0.77225
C 1.29235 -1.52048 -1.86302
N 1.00879 -2.29083 -2.93649
H 0.89633 -3.28810 -2.85664
C 0.44588 -1.53655 -4.02965
C -1.01678 -1.88071 -4.29817
H -1.56702 -2.08790 -3.38235
H -1.50038 -1.06676 -4.83914
S -1.00069 -3.37247 -5.34933
C 0.74038 -3.12831 -5.87634
C 1.17601 -1.76713 -5.35600
H 2.25704 -1.72601 -5.22038
H 0.87614 -0.97485 -6.04394
H 0.78437 -3.19376 -6.96108
H 1.33214 -3.93568 -5.44528
C 0.56791 -0.09979 -3.51840
O 0.26269 0.90714 -4.10097
N 1.12345 -0.18618 -2.27746
C 1.07304 0.86160 -1.29300
H 1.94410 0.75599 -0.64530
H 1.07983 1.82165 -1.81483
C -0.25022 0.67754 -0.52724
O -1.10749 -0.05237 -0.98723
N -0.42453 1.36257 0.62319
C 0.60728 2.14225 1.28028
C 1.23615 1.41522 2.44919
C 1.33771 2.03796 3.68574
C 1.89814 1.37523 4.76372
C 2.36171 0.08007 4.61534
C 2.26835 -0.54640 3.38405
C 1.70990 0.11513 2.30431
H 1.63154 -0.39769 1.35641
H 2.62723 -1.55640 3.25813
H 2.79210 -0.44062 5.45700
H 1.96546 1.86989 5.72066
H 0.98069 3.05145 3.80753
H 1.37371 2.39817 0.54753
H 0.17126 3.08439 1.62251
C -1.68108 1.09487 1.32218
C -1.64936 -0.21122 2.11234
H -1.90777 -1.07411 1.50887
H -0.70058 -0.36549 2.61723
S -2.91118 0.02540 3.41030
O -2.26114 0.09033 4.68992
O -3.99963 -0.89791 3.26472
C -3.40512 1.71412 2.91489
C -2.11771 2.19986 2.28913
H -1.38174 2.31172 3.08658
H -2.24620 3.14909 1.76682
H -3.70311 2.27377 3.79428
H -4.22543 1.63134 2.20879
H -2.43825 1.00181 0.53285
```

Results
Electronic energy (Eh): -2074.74178
Lowest unoccupied orbital energy (eV): 0.4767
Strongest force on any atom (eV/Å): 0.8
ΔE to the lowest compared entry with this formula, charge and spin (kJ/mol): 0.0
Structure (SMILES): O=C1N[C@]2(CCSC2)C(=O)N1CC(=O)N(Cc1ccccc1)[C@@H]1CCS(=O)(=O)C1
Kohn-Sham gap (eV): 9.4

In the Mulliken picture, each atom carries the following charge in e: number 1, O, carries -0.6363; number 2, C, carries 0.1725; number 3, N, carries -0.0844; number 4, H, carries 0.3189; number 5, C, carries 1.1465; number 6, C, carries -0.8778; number 7, H, carries 0.3392; number 8, H, carries 0.4599; number 9, S, carries -0.1716; number 10, C, carries -0.6475; number 11, C, carries -0.9999; number 12, H, carries 0.3910; number 13, H, carries 0.3309; number 14, H, carries 0.4350; number 15, H, carries 0.3303; number 16, C, carries -0.0498; number 17, O, carries -0.6677; number 18, N, carries 0.2791; number 19, C, carries -1.0458; number 20, H, carries 0.5085; number 21, H, carries 0.3560; number 22, C, carries 0.9858; number 23, O, carries -0.6843; number 24, N, carries 0.2338; number 25, C, carries -1.7163; number 26, C, carries 1.0606; number 27, C, carries -0.5988; number 28, C, carries -0.7529; number 29, C, carries -0.5493; number 30, C, carries -0.5716; number 31, C, carries -0.3579; number 32, H, carries 0.5332; number 33, H, carries 0.4551; number 34, H, carries 0.3992; number 35, H, carries 0.3895; number 36, H, carries 0.4198; number 37, H, carries 0.6442; number 38, H, carries 0.4337; number 39, C, carries -0.5870; number 40, C, carries -0.3251; number 41, H, carries 0.4227; number 42, H, carries 0.0626; number 43, S, carries 1.1686; number 44, O, carries -0.6496; number 45, O, carries -0.6962; number 46, C, carries -0.9522; number 47, C, carries -0.7300; number 48, H, carries 0.2694; number 49, H, carries 0.3009; number 50, H, carries 0.5015; number 51, H, carries 0.4428; number 52, H, carries 0.5612


(2)
The following is a DFT calculation (ωB97M-V/def2-TZVPD) of C7H11NO5P as an isolated structure.

The geometry in XYZ format:
```
25
Properties=species:S:1:pos:R:3
C -1.50344 -0.96116 0.08344
C -0.52218 1.19236 1.20724
C 1.74655 0.14438 1.14414
C -2.82433 -0.17832 -0.01843
C -0.33576 2.27334 0.17692
C 1.15343 -0.50323 -1.70298
C 0.81419 -0.75738 0.25271
N -0.44945 -0.19946 0.45405
O 0.96379 1.02178 1.78319
O -1.33583 -2.12078 -0.27136
O -1.40793 1.28144 2.06025
O 2.99725 0.12371 1.16023
O 2.06061 0.41813 -2.11394
P 1.08123 -2.49152 0.79941
H -2.80757 0.40601 -0.90420
H -2.80710 0.55576 0.77153
H -3.76233 -0.78453 0.02327
H 0.09111 1.86651 -0.64764
H -1.33197 2.59006 0.07112
H 0.28743 3.05540 0.72292
H 1.33437 -1.48183 -2.09270
H 0.13524 -0.41490 -2.22236
H 2.75643 0.57223 -1.41502
H 2.48546 -2.37050 0.99208
H 1.18081 -3.23752 -0.31385
```

Results
Electronic energy (Eh): -1045.63738
Lowest unoccupied orbital energy (eV): 3.4494
Strongest force on any atom (eV/Å): 4.3
Net charge: -1
Kohn-Sham gap (eV): 8.3

In the Mulliken picture, each atom carries the following charge in e: number 1, C, carries 0.6970; number 2, C, carries 0.6196; number 3, C, carries 0.1565; number 4, C, carries -1.2419; number 5, C, carries -1.2119; number 6, C, carries -0.5251; number 7, C, carries 0.5169; number 8, N, carries 0.2254; number 9, O, carries -0.4546; number 10, O, carries -0.6695; number 11, O, carries -0.8047; number 12, O, carries -0.6693; number 13, O, carries -0.5681; number 14, P, carries -0.0990; number 15, H, carries 0.2754; number 16, H, carries 0.3608; number 17, H, carries 0.3324; number 18, H, carries 0.4172; number 19, H, carries 0.2911; number 20, H, carries 0.3336; number 21, H, carries 0.4154; number 22, H, carries 0.2291; number 23, H, carries 0.4115; number 24, H, carries 0.0016; number 25, H, carries -0.0394


(3)
The following is a DFT calculation (ωB97M-V/def2-TZVPD) of C26H50As2GeO6Rb as an isolated structure.

The geometry in XYZ format:
```
86
Properties=species:S:1:pos:R:3
Rb 0.32360 -0.41641 -0.76037
C -3.87469 -2.00228 -1.19992
C -3.27748 -1.13844 -2.27501
C -2.31069 -1.92548 -3.19640
C -4.41420 -0.58459 -3.11710
O -2.55087 -0.09766 -1.58251
Ge -2.03780 1.48021 -2.42802
O -1.29924 2.50883 -1.07486
C -1.85298 3.55979 -0.21461
C -2.69174 4.53303 -1.03705
C -2.55843 2.91088 0.96508
C -0.61743 4.25903 0.32388
O -0.47885 0.86500 -3.19924
C 0.41626 1.51427 -4.14366
C -0.38117 2.26963 -5.18722
C 1.40497 2.42362 -3.39787
C 1.23356 0.33177 -4.70188
H -4.52966 -2.78445 -1.66466
H -3.09672 -2.53777 -0.59436
H -4.46931 -1.41945 -0.47285
H -2.92459 -2.67937 -3.71958
H -1.78121 -1.27341 -3.88846
H -1.60878 -2.49585 -2.57207
H -4.99002 -1.41050 -3.54894
H -5.12105 -0.03253 -2.47975
H -4.16097 0.05308 -3.95878
H -3.63324 4.12509 -1.37293
H -2.98023 5.36465 -0.36264
H -2.16160 4.98293 -1.88094
H -3.43475 2.31334 0.69259
H -1.85463 2.21793 1.47346
H -2.81781 3.66438 1.72620
H 0.02673 4.67212 -0.48743
H -0.94789 5.13796 0.92636
H 0.05876 3.58550 0.92836
H -0.89021 3.16335 -4.76264
H 0.34883 2.69054 -5.90613
H -1.09539 1.66431 -5.75338
H 0.90759 3.15972 -2.75977
H 2.08090 1.85333 -2.72255
H 2.01593 2.96045 -4.15597
H 0.58582 -0.43870 -5.13990
H 1.93792 0.71104 -5.50352
H 1.86888 -0.13329 -3.92438
C 3.13923 -4.76966 -0.31644
C 2.70197 -3.52893 -1.04922
C 3.16392 -3.67217 -2.47294
O 1.28295 -3.40960 -1.02585
C 3.33752 -2.19042 -0.49629
O 3.87375 -2.22507 0.65200
O 3.16954 -1.12424 -1.23667
H 2.84632 -5.67062 -0.90301
H 2.64355 -4.84668 0.63886
H 4.22217 -4.82600 -0.10646
H 2.96681 -4.69887 -2.86919
H 4.25656 -3.61336 -2.49070
H 2.78645 -2.94025 -3.20064
H 0.96118 -3.88308 -0.23089
C -2.65611 -1.13353 4.12291
As -0.92259 -1.18935 3.13695
C -0.21813 -2.80932 4.07673
C 0.08079 0.12129 4.21939
C -0.60877 1.00158 5.04078
C 0.02001 2.09868 5.62865
C 1.37148 2.29509 5.37090
C 2.09396 1.39956 4.59399
C 1.47680 0.29358 4.00044
As 2.49444 -0.80375 2.62317
C 3.81871 -1.54676 3.87635
C 3.34300 0.77099 1.82480
H -2.51688 -1.19846 5.23036
H -3.26278 -2.01889 3.83594
H -3.28976 -0.21041 3.86092
H 0.21611 -3.54923 3.39043
H -1.09463 -3.31583 4.55162
H 0.48123 -2.55279 4.89706
H -1.67633 0.84040 5.20963
H -0.55669 2.74869 6.33131
H 1.85991 3.18490 5.72246
H 3.14944 1.48385 4.51867
H 4.52079 -0.77708 4.25892
H 4.40370 -2.36426 3.35965
H 3.23569 -2.02012 4.69803
H 4.13465 1.26675 2.41177
H 2.56781 1.45286 1.47334
H 3.81615 0.32491 0.95367
```

Results
Electronic energy (Eh): -8044.68677
Lowest unoccupied orbital energy (alpha / beta) (eV): 0.0654 / -2.6103
Strongest force on any atom (eV/Å): 2.7
ΔE to the lowest compared entry with this formula, charge and spin (kJ/mol): 0.0
2S+1: 2
Kohn-Sham gap (alpha / beta) (eV): 7.7 / 5.0

In the Mulliken picture, each atom carries the following charge in e: number 1, Rb, carries 0.0465; number 2, C, carries -1.5620; number 3, C, carries 1.4531; number 4, C, carries -1.1910; number 5, C, carries -1.8234; number 6, O, carries -0.2073; number 7, Ge, carries 0.0529; number 8, O, carries 0.3293; number 9, C, carries 1.4819; number 10, C, carries -1.8798; number 11, C, carries -1.3114; number 12, C, carries -1.4532; number 13, O, carries 0.4199; number 14, C, carries 1.2090; number 15, C, carries -1.7772; number 16, C, carries -1.1250; number 17, C, carries -1.2968; number 18, H, carries 0.3678; number 19, H, carries 0.2579; number 20, H, carries 0.3772; number 21, H, carries 0.4421; number 22, H, carries 0.1621; number 23, H, carries 0.2711; number 24, H, carries 0.4796; number 25, H, carries 0.3985; number 26, H, carries 0.3928; number 27, H, carries 0.4100; number 28, H, carries 0.4244; number 29, H, carries 0.3779; number 30, H, carries 0.3097; number 31, H, carries 0.2484; number 32, H, carries 0.4024; number 33, H, carries 0.3479; number 34, H, carries 0.4143; number 35, H, carries 0.2401; number 36, H, carries 0.3528; number 37, H, carries 0.4496; number 38, H, carries 0.3462; number 39, H, carries 0.1086; number 40, H, carries 0.2643; number 41, H, carries 0.4263; number 42, H, carries 0.3458; number 43, H, carries 0.3737; number 44, H, carries 0.2525; number 45, C, carries -1.7140; number 46, C, carries 1.9719; number 47, C, carries -1.6665; number 48, O, carries -0.4479; number 49, C, carries 0.1357; number 50, O, carries -0.7076; number 51, O, carries -0.7372; number 52, H, carries 0.4139; number 53, H, carries 0.3607; number 54, H, carries 0.3350; number 55, H, carries 0.4119; number 56, H, carries 0.4143; number 57, H, carries 0.1337; number 58, H, carries 0.3204; number 59, C, carries -1.4147; number 60, As, carries 0.8321; number 61, C, carries -1.0606; number 62, C, carries 0.3283; number 63, C, carries -0.0862; number 64, C, carries -0.7277; number 65, C, carries -0.7658; number 66, C, carries -0.4968; number 67, C, carries -0.2657; number 68, As, carries 0.4987; number 69, C, carries -1.0379; number 70, C, carries -0.9206; number 71, H, carries 0.4182; number 72, H, carries 0.3814; number 73, H, carries 0.3000; number 74, H, carries 0.2804; number 75, H, carries 0.3948; number 76, H, carries 0.2728; number 77, H, carries 0.2423; number 78, H, carries 0.3308; number 79, H, carries 0.4022; number 80, H, carries 0.3521; number 81, H, carries 0.3362; number 82, H, carries 0.3130; number 83, H, carries 0.3019; number 84, H, carries 0.3851; number 85, H, carries 0.2160; number 86, H, carries 0.3556


Look up the electronic energy of the second one.
-1045.63738 Eh


Look up the strongest force on any atom of the third one.
2.7 eV/Å


Number 2 is which compound?
C7H11NO5P


Look up the electronic energy of the third one.
-8044.68677 Eh